Density functional theory data (the ωB97M-V functional and the def2-TZVPD basis) for a structure of composition C13H19EuN at a distorted geometry.

Values from the calculation:
frontier orbital gap (spin up / spin down) = 6.0 / 6.0 eV
energy = -34601.4018 eV
multiplicity = 7
relative energy (zero: lowest compared OMol25 entry of this formula, charge and spin) = 75.92 kcal per mole
lowest unoccupied orbital energy (spin up / spin down) = 3.07 / 3.07 eV
expectation value of S² = 12.0181
charge = -1

CARTESIAN COORDINATES (ANGSTROEM)
Eu1 0.00 -0.03 -0.07
N1 -0.03 0.37 1.92
C1 0.70 -4.66 0.95
C2 0.47 -3.17 0.65
C3 1.21 -5.37 -0.32
C4 -2.06 0.49 0.35
C5 -1.52 0.65 1.80
C6 0.31 -2.05 0.41
C7 1.74 -4.81 2.08
C8 0.56 0.32 -2.35
C9 0.75 2.11 -0.85
C10 -0.64 -5.30 1.39
C11 1.79 0.16 -1.62
C12 -0.09 1.53 -1.88
C13 1.91 1.26 -0.68
H1 1.38 -6.45 -0.13
H2 -1.02 -4.80 2.30
H3 -2.46 1.40 -0.06
H4 -1.04 1.91 -2.21
H5 1.92 -5.87 2.32
H6 0.16 -0.35 -3.09
H7 0.48 -5.28 -1.14
H8 -1.66 1.69 2.13
H9 -2.69 -0.38 0.22
H10 2.47 -0.67 -1.70
H11 0.52 2.99 -0.27
H12 -1.39 -5.20 0.59
H13 -2.03 -0.03 2.49
H14 1.38 -4.30 2.99
H15 2.16 -4.93 -0.65
H16 -0.50 -6.38 1.62
H17 2.69 -4.35 1.78
H18 2.69 1.40 0.03
H19 0.42 0.59 2.71

These are the Mulliken partial charges, in e, on atoms 1 to 5: number 1, Eu, carries 0.731; number 2, N, carries -0.462; number 3, C, carries 1.843; number 4, C, carries -0.512; number 5, C, carries -1.550

=====

Density functional theory data (the ωB97M-V functional and the def2-TZVPD basis) for a structure of composition C12H43AsB4F6NNaO2Sn2 at a distorted geometry.

Values from the calculation:
frontier orbital gap = 7.6 eV
energy = -114635.8504 eV
lowest unoccupied orbital energy = -0.48 eV

CARTESIAN COORDINATES (ANGSTROEM)
Sn1 -1.36 -1.02 -2.19
Sn2 -0.92 2.42 -2.06
As1 -2.44 2.62 1.41
Na1 -0.95 0.15 1.30
F1 -1.54 4.02 2.01
F2 -3.36 1.25 0.64
F3 -3.75 3.69 0.77
F4 -1.60 2.58 -0.22
F5 -1.17 1.55 2.03
F6 -3.41 2.33 2.91
O1 0.35 -2.11 -1.77
O2 1.00 3.12 -3.00
N1 0.02 -0.64 2.80
C1 1.27 0.09 2.88
C2 1.02 1.53 2.40
C3 -2.19 -0.75 3.86
C4 0.88 -2.75 1.77
C5 -0.84 -0.17 3.95
C6 2.30 -1.74 -0.44
C7 2.61 1.88 -1.64
C8 1.46 -2.44 -1.51
C9 2.03 2.39 -3.00
C10 0.38 -2.08 3.03
C11 2.67 1.74 -4.28
C12 2.17 -3.65 -2.09
B1 -0.03 0.48 -3.66
B2 -3.05 0.79 -2.05
B3 -2.17 -1.14 0.31
B4 -0.13 0.57 -0.58
H1 2.66 2.20 -5.27
H2 1.95 2.07 2.56
H3 -0.51 -2.65 3.28
H4 -0.53 -0.56 4.92
H5 2.19 0.77 -4.40
H6 0.18 -0.35 -0.13
H7 -2.78 -0.38 3.03
H8 0.77 1.55 1.34
H9 1.92 -2.44 1.63
H10 3.74 1.58 -4.15
H11 -0.90 0.90 4.14
H12 0.28 2.02 3.03
H13 2.13 -0.31 2.34
H14 0.96 -2.19 3.95
H15 1.67 -1.17 0.24
H16 1.87 1.18 -1.25
H17 1.59 -4.20 -2.83
H18 -2.67 -0.73 4.84
H19 -2.32 -2.02 0.92
H20 0.17 -0.56 -3.46
H21 -3.69 0.02 -2.44
H22 -1.16 -0.98 -0.05
H23 0.77 1.05 -3.22
H24 0.12 0.54 -1.63
H25 2.68 2.68 -0.90
H26 -0.09 0.57 -4.74
H27 -2.58 -0.30 0.85
H28 -2.54 0.37 -1.20
H29 0.23 -2.52 0.93
H30 -0.90 0.87 -3.16
H31 2.91 -0.99 -0.94
H32 0.79 -3.83 1.71
H33 0.38 1.37 -0.06
H34 1.52 0.17 3.94
H35 -2.39 1.10 -2.84
H36 -2.16 -1.83 3.72
H37 2.68 -4.37 -1.46
H38 3.08 -3.26 -2.54
H39 3.56 1.36 -1.67
H40 -3.65 1.64 -1.77
H41 -2.73 -1.29 -0.60
H42 2.74 -2.49 0.22
H43 -1.20 0.71 -0.46

These are the Mulliken partial charges, in e, on atoms 1 to 5: number 1, Sn, carries 0.612; number 2, Sn, carries 0.869; number 3, As, carries 1.578; number 4, Na, carries 1.652; number 5, F, carries -0.483

=====

Density functional theory data (the ωB97M-V functional and the def2-TZVPD basis) for a cluster of 13 separate species, C63H67FN13O7PS3 in total.

Values from the calculation:
frontier orbital gap = 9.4 eV
energy = -144630.4497 eV
lowest unoccupied orbital energy = 0.38 eV

CARTESIAN COORDINATES (ANGSTROEM)
S1 -4.81 -0.67 6.51
S2 -5.94 -0.90 3.19
S3 -3.02 -2.29 3.24
P1 -1.70 -0.34 5.21
F1 -6.62 0.47 2.77
O1 -3.94 -1.72 5.67
O2 -6.02 -1.32 6.87
O3 -5.00 0.37 5.30
O4 -5.52 -1.50 1.98
O5 -4.05 -0.01 7.51
O6 -0.74 -0.48 3.88
O7 -6.81 -1.53 4.10
N1 -7.85 4.17 -1.31
N2 -11.41 9.09 1.64
N3 -1.35 -3.84 8.49
N4 2.97 -3.32 -0.89
N5 7.91 -3.66 -8.25
N6 13.32 -1.23 -5.44
N7 4.34 -2.44 -6.02
N8 -1.96 4.75 6.02
N9 -2.77 0.67 -0.05
N10 -12.90 4.84 1.72
N11 1.98 0.15 2.75
N12 -4.03 0.93 3.21
N13 12.76 -5.64 -6.87
C1 -0.67 5.89 7.69
C2 5.59 -2.15 -6.39
C3 -11.30 9.58 0.40
C4 10.07 -4.40 -8.97
C5 9.50 -5.10 -10.02
C6 -9.54 8.08 -0.15
C7 0.78 -4.34 -2.27
C8 3.07 -0.61 2.81
C9 -1.11 6.95 5.61
C10 -1.77 -0.14 0.31
C11 11.55 -6.54 -5.01
C12 -10.59 8.10 1.98
C13 3.13 -4.10 -1.96
C14 1.71 0.74 1.59
C15 -9.64 7.56 1.13
C16 -1.39 4.80 7.23
C17 14.83 -2.82 -6.43
C18 3.96 -2.07 -4.80
C19 0.60 -3.53 -1.16
C20 4.79 -1.41 -3.91
C21 15.89 -1.95 -6.26
C22 -0.52 6.99 6.86
C23 12.65 -7.31 -4.64
C24 -0.82 -0.13 -1.87
C25 11.66 -5.73 -6.13
C26 -13.42 5.40 0.63
C27 6.08 -1.11 -4.30
C28 6.49 -1.49 -5.57
C29 -2.42 -5.45 9.91
C30 13.57 -2.42 -6.01
C31 -9.06 4.49 -0.85
C32 -10.39 9.11 -0.53
C33 14.35 -0.41 -5.29
C34 -7.64 2.64 0.52
C35 -2.56 -3.39 8.14
C36 -13.73 4.48 2.68
C37 -3.37 -1.08 4.50
C38 -7.17 3.25 -0.63
C39 15.65 -0.71 -5.67
C40 9.23 -3.70 -8.11
C41 3.92 -0.82 1.73
C42 13.80 -7.23 -5.41
C43 -15.11 4.65 2.61
C44 -14.78 5.62 0.46
C45 -1.91 1.47 5.29
C46 -3.74 -3.93 8.63
C47 8.12 -5.07 -10.17
C48 -3.67 -4.97 9.54
C49 2.07 -4.63 -2.68
C50 -1.82 5.81 5.24
C51 -8.90 2.99 0.99
C52 7.38 -4.33 -9.27
C53 13.81 -6.38 -6.51
C54 -4.47 -0.10 4.05
C55 -2.80 1.07 -1.32
C56 3.62 -0.20 0.53
C57 -15.64 5.23 1.47
C58 -0.77 -0.56 -0.55
C59 -1.30 -4.85 9.35
C60 2.49 0.60 0.46
C61 -9.62 3.94 0.29
C62 -1.86 0.70 -2.26
C63 1.72 -3.05 -0.51
H1 -16.71 5.38 1.37
H2 6.30 -4.28 -9.35
H3 1.62 -2.41 0.37
H4 -12.71 5.69 -0.14
H5 -9.30 2.53 1.88
H6 2.26 -5.24 -3.55
H7 14.68 -7.81 -5.17
H8 2.94 -2.33 -4.52
H9 14.13 0.55 -4.83
H10 -0.30 -5.19 9.62
H11 -2.57 -2.58 7.43
H12 -1.70 1.95 4.33
H13 -0.06 -0.44 -2.58
H14 -1.03 7.79 4.92
H15 0.16 -0.75 4.11
H16 -10.34 9.54 -1.52
H17 0.02 -1.20 -0.20
H18 -9.60 5.23 -1.43
H19 11.14 -4.40 -8.81
H20 -1.52 3.92 7.85
H21 -2.90 1.77 5.60
H22 16.45 0.00 -5.52
H23 0.03 7.85 7.18
H24 -3.05 0.85 3.00
H25 7.64 -5.59 -10.98
H26 -2.30 5.75 4.27
H27 4.15 -4.30 -2.25
H28 -10.71 7.72 2.99
H29 -11.98 10.38 0.15
H30 -0.23 5.87 8.68
H31 -4.51 0.99 2.32
H32 0.81 1.35 1.57
H33 14.96 -3.79 -6.88
H34 4.79 -1.46 1.83
H35 3.27 -1.09 3.77
H36 5.88 -2.46 -7.38
H37 10.12 -5.66 -10.71
H38 -10.61 4.24 0.62
H39 10.83 -5.11 -6.44
H40 2.22 1.10 -0.46
H41 9.64 -3.14 -7.28
H42 -15.15 6.08 -0.45
H43 -0.39 -3.28 -0.80
H44 -4.69 -3.52 8.31
H45 -1.78 -0.45 1.35
H46 10.63 -6.57 -4.44
H47 -1.17 1.84 6.00
H48 -4.57 -5.42 9.94
H49 -1.93 1.06 -3.28
H50 7.49 -1.28 -5.93
H51 -7.04 1.90 1.03
H52 12.61 -7.95 -3.78
H53 -6.18 3.00 -1.02
H54 -8.81 7.68 -0.85
H55 4.25 -0.35 -0.34
H56 -2.31 -6.26 10.61
H57 12.71 -3.07 -6.13
H58 -0.07 -4.73 -2.81
H59 4.42 -1.13 -2.92
H60 14.69 -6.30 -7.13
H61 -13.28 4.03 3.56
H62 6.76 -0.59 -3.64
H63 -3.63 1.72 -1.59
H64 -9.00 6.76 1.46
H65 -15.74 4.33 3.42
H66 -2.06 -2.97 3.88
H67 16.89 -2.22 -6.58

These are the Mulliken partial charges, in e, on atoms 1 to 5: number 1, S, carries 1.336; number 2, S, carries 1.249; number 3, S, carries -0.165; number 4, P, carries 0.247; number 5, F, carries -0.151

=====

Density functional theory data (the ωB97M-V functional and the def2-TZVPD basis) for a structure of composition C50H51As2CrF5N4OSTe at a distorted geometry.

Values from the calculation:
frontier orbital gap (spin up / spin down) = 4.9 / 4.8 eV
energy = -242500.7545 eV
multiplicity = 5
relative energy (zero: lowest compared OMol25 entry of this formula, charge and spin) = 20.91 kcal per mole
lowest unoccupied orbital energy (spin up / spin down) = -1.14 / -1.34 eV
expectation value of S² = 6.0201

CARTESIAN COORDINATES (ANGSTROEM)
Te1 -2.75 -0.01 0.92
As1 2.12 0.62 0.47
As2 0.26 -2.55 -0.28
Cr1 -0.07 1.96 0.54
S1 1.78 3.68 2.00
F1 3.30 8.63 -0.80
F2 4.66 7.82 1.41
F3 1.32 7.03 -1.82
F4 0.69 4.74 -0.62
F5 4.02 5.51 2.64
O1 -1.51 1.23 -6.21
N1 -0.19 1.98 -1.41
N2 -0.32 1.48 2.69
N3 -1.77 3.37 0.69
N4 0.73 1.11 -6.33
C1 2.66 0.44 3.32
C2 6.07 3.24 -0.16
C3 1.40 -4.17 -0.19
C4 -5.57 0.08 -0.83
C5 3.34 5.87 1.55
C6 1.72 -4.69 1.06
C7 -2.45 -5.05 -2.34
C8 -0.99 -3.27 -1.60
C9 2.99 7.47 -0.21
C10 -5.44 -1.19 -0.04
C11 -7.60 -4.24 0.64
C12 1.99 6.67 -0.72
C13 2.53 -0.76 -0.91
C14 5.75 2.78 1.11
C15 -4.31 -1.45 0.75
C16 3.68 7.06 0.92
C17 -2.53 -2.92 -3.43
C18 -1.55 -2.45 -2.58
C19 2.74 -5.90 -1.21
C20 0.88 2.15 -2.20
C21 -0.31 1.63 -4.21
C22 -1.42 2.02 3.53
C23 0.88 1.97 -3.56
C24 1.37 -1.52 -1.55
C25 4.64 1.98 1.30
C26 4.18 2.05 -1.03
C27 -3.00 -4.22 -3.31
C28 -4.24 -2.65 1.47
C29 -1.45 1.60 -3.42
C30 2.84 -1.66 2.21
C31 -3.08 -2.97 2.37
C32 -5.30 -3.55 1.41
C33 3.82 1.61 0.24
C34 5.29 2.86 -1.23
C35 3.03 -0.16 4.52
C36 1.91 -4.80 -1.33
C37 -1.36 1.77 -2.06
C38 3.31 -1.51 4.56
C39 -0.43 1.31 -5.66
C40 1.68 5.49 -0.08
C41 -1.77 3.46 3.16
C42 2.58 -0.30 2.14
C43 3.09 -6.38 0.04
C44 -1.45 -4.58 -1.50
C45 -6.44 -3.29 0.65
C46 3.21 -2.27 3.40
C47 -6.48 -2.11 -0.08
C48 2.29 5.05 1.10
C49 -2.61 3.54 1.89
C50 2.57 -5.78 1.18
H1 -7.86 -4.54 -0.37
H2 3.77 -7.22 0.14
H3 2.83 -6.16 2.16
H4 2.48 1.51 3.30
H5 2.77 -2.28 1.32
H6 -3.13 4.50 1.86
H7 -2.95 -2.26 -4.19
H8 -2.81 -6.06 -2.23
H9 0.55 1.80 3.10
H10 1.75 -2.22 -2.30
H11 1.29 -4.23 1.94
H12 3.59 -1.98 5.50
H13 6.93 3.89 -0.31
H14 6.37 3.05 1.95
H15 -2.23 1.65 -1.43
H16 3.43 -3.33 3.42
H17 -5.59 0.94 -0.16
H18 -2.38 3.28 -0.12
H19 -0.84 4.04 3.03
H20 1.80 2.12 -4.11
H21 -1.01 -5.25 -0.77
H22 -2.29 1.40 3.38
H23 -1.24 -1.42 -2.67
H24 -7.38 -5.14 1.22
H25 5.53 3.19 -2.24
H26 3.60 1.75 -1.90
H27 -2.13 -2.91 1.84
H28 -3.78 -4.59 -3.96
H29 -6.50 0.07 -1.41
H30 -2.33 3.91 3.98
H31 -0.33 0.47 2.78
H32 1.63 -4.44 -2.31
H33 4.44 1.63 2.30
H34 -4.73 0.20 -1.51
H35 -5.24 -4.47 1.98
H36 -3.05 -2.26 3.20
H37 1.78 2.46 -1.68
H38 -3.19 -3.98 2.78
H39 -8.48 -3.76 1.08
H40 3.24 -1.47 -0.48
H41 -7.35 -1.90 -0.68
H42 -2.41 1.41 -3.89
H43 0.66 0.82 -7.29
H44 1.60 0.92 -5.86
H45 -3.36 2.75 1.90
H46 3.12 -6.39 -2.10
H47 -1.27 4.25 0.55
H48 3.11 0.45 5.41
H49 3.07 -0.22 -1.69
H50 0.72 -0.82 -2.06
H51 -1.14 1.98 4.59

These are the Mulliken partial charges, in e, on atoms 1 to 5: number 1, Te, carries 0.178; number 2, As, carries 1.344; number 3, As, carries 0.994; number 4, Cr, carries 1.195; number 5, S, carries -0.141